No. 1
{"formula": "C39H56AsCl3Ge2N3SbScSi3", "method": "ωB97M-V with the def2-TZVPD basis set", "symbols": ["C", "N", "C", "H", "H", "H", "H", "H", "H", "C", "C", "H", "C", "C", "H", "H", "C", "H", "Cl", "H", "H", "Ge", "C", "H", "H", "C", "C", "H", "H", "C", "C", "N", "H", "C", "H", "H", "Si", "H", "C", "H", "H", "C", "Ge", "C", "C", "H", "H", "H", "H", "H", "H", "C", "H", "C", "H", "H", "H", "H", "H", "H", "Sb", "C", "C", "H", "C", "C", "C", "H", "H", "Cl", "C", "H", "H", "Sc", "C", "C", "H", "C", "C", "H", "C", "H", "C", "C", "C", "Si", "H", "H", "C", "H", "H", "C", "H", "As", "H", "H", "Si", "Cl", "C", "C", "H", "C", "C", "H", "H", "H", "H", "H", "N"], "coordinates": [[3.2861, 1.0819, -0.5612], [-0.0947, 1.5599, 1.4264], [-3.4097, -6.0070, 2.2661], [2.8927, -3.9045, 0.6200], [-2.5291, 2.7884, 3.3698], [1.6887, 1.4119, -4.4328], [-2.0820, 2.4501, -7.3102], [1.7206, 2.8726, -5.4665], [-0.4393, 2.9171, -7.8294], [2.2124, 3.9507, -2.0233], [5.0648, 0.5946, -2.0890], [-3.2106, -7.0044, 1.8945], [1.9825, -1.3269, -3.0593], [2.1029, -3.2024, 0.8900], [-3.0653, 1.7017, -4.6449], [2.1906, -1.2435, -4.1266], [0.8087, 3.1456, 2.9615], [6.0855, 0.7285, -2.4274], [-0.4232, -1.4822, 2.1820], [-4.4203, 3.2470, -0.6958], [4.3290, 0.5913, 3.8825], [-1.2847, -2.8154, 4.0484], [2.2075, -3.0850, 6.2339], [-3.3399, 1.5868, 1.2445], [-3.3887, 4.3883, -1.5495], [-0.1960, 4.8987, -0.2913], [3.4147, -2.4969, 2.8892], [1.3255, -3.7655, 1.4097], [-0.3948, 4.2224, 0.5417], [-1.5291, 2.6445, 2.9794], [0.3189, -3.5048, 4.7890], [2.4685, -0.8397, 1.4600], [4.5631, -1.7969, 4.5563], [-1.0996, 2.7664, -6.9634], [-0.5997, 4.0239, 4.3343], [-5.5381, -6.1881, 2.0641], [0.3517, 4.0582, -1.8659], [0.0910, 4.5814, -4.2921], [-3.1705, 2.5435, -3.9559], [-1.3524, -5.5964, 2.6544], [4.5388, -0.8226, -3.6094], [3.9813, -1.5254, 3.6844], [-1.8016, -3.7906, 0.3064], [4.5811, 1.3006, -0.9925], [-1.0431, -0.0938, -5.5895], [3.5539, -3.5475, 3.1118], [-2.7672, 3.5370, -0.1376], [5.2262, 2.0068, -0.4826], [-4.2231, 2.8477, -4.0150], [-6.0015, -3.9293, 2.9504], [-2.1120, -0.1054, -5.7989], [-0.3426, 4.9355, -3.3520], [2.7790, -2.4102, 6.8598], [4.2103, -0.2661, -2.7407], [2.0526, 1.2826, -6.1600], [2.7151, 4.1480, -1.0721], [1.6870, -2.8022, -0.0330], [2.5725, 2.9966, -2.4114], [-4.2584, 0.1024, -2.7480], [-1.1804, 3.7426, -6.4761], [3.0447, 2.0896, 1.3508], [-4.7191, -5.5469, 2.3645], [-2.4724, 0.9445, 1.3967], [-2.7604, 0.1609, 2.0986], [2.6633, -2.1327, 1.7763], [1.4438, 1.8188, -5.4153], [-3.7215, 0.4223, -1.8505], [1.6551, 3.7031, 3.3445], [2.1445, -2.3732, -2.7898], [-0.6730, -1.7934, -1.0640], [3.8364, -0.1892, 3.3170], [-0.5601, -0.7894, -6.2934], [0.0966, -5.5654, 4.1525], [0.6477, -0.0781, 0.1379], [0.9466, 2.2709, 1.9001], [-2.3597, -5.1998, 2.6878], [-2.5843, 3.3903, -4.3115], [-3.9333, -3.4622, 3.2740], [2.5742, -4.4227, 6.1370], [3.4369, -4.7874, 6.6814], [1.0868, -2.6256, 5.5608], [2.0929, -6.3497, 5.3191], [3.0906, 0.1110, 2.2000], [2.9006, -0.4239, -2.2943], [-2.6093, -3.9066, 3.1952], [-2.8762, 2.0551, -2.1810], [0.9394, -1.0897, -2.8830], [-0.8519, -0.4693, -4.5826], [-1.3277, 1.7398, 1.9439], [-4.1597, -2.4861, 3.6889], [-4.4629, 0.5219, -1.0529], [0.6911, -4.8506, 4.7051], [-1.9039, -1.6334, 4.7799], [-0.5115, 1.7951, -1.7739], [2.5451, 4.7338, -2.7132], [-1.0980, 5.4890, -0.4672], [-0.2943, 1.5395, -5.8944], [-3.7333, -3.1015, -0.2550], [1.8197, -5.3039, 5.3714], [-3.3920, 3.4292, -1.0250], [-0.0704, 5.9938, -3.2619], [-0.4564, 3.3339, 3.5116], [-4.9801, -4.2765, 2.8639], [0.5935, 5.5908, 0.0207], [-2.2289, 0.4632, 0.4483], [-3.0361, -0.3796, -1.5769], [-1.4300, 4.8965, -3.4163], [0.7963, -1.5856, 5.6676], [2.4548, 0.2270, -1.2007]], "lowdin_spin": [0.0002, 0.0278, 0.0000, 0.0000, -0.0001, 0.0087, 0.0000, -0.0001, 0.0001, 0.0000, 0.0000, 0.0000, 0.0036, 0.0000, -0.0002, 0.0000, 0.0005, 0.0000, 0.0001, 0.0033, 0.0000, 0.0000, 0.0000, 0.0001, 0.0007, 0.0256, 0.0001, 0.0000, 0.0013, -0.0003, 0.0000, 0.0004, 0.0000, 0.0003, 0.0002, 0.0000, 0.0553, 0.0001, 0.0089, 0.0000, 0.0000, 0.0000, 0.0001, 0.0004, 0.0088, 0.0000, 0.0020, 0.0000, 0.0009, 0.0000, 0.0000, 0.0022, 0.0000, 0.0001, 0.0017, 0.0001, 0.0000, 0.0006, 0.0000, 0.0001, 0.0004, 0.0000, 0.0073, 0.0001, 0.0000, 0.0144, -0.0012, 0.0000, 0.0001, 0.0028, 0.0000, 0.0012, 0.0000, 0.0210, 0.0049, 0.0000, 0.0001, 0.0000, 0.0000, 0.0000, 0.0000, 0.0000, 0.0001, 0.0016, 0.0000, 0.0595, 0.0051, 0.0051, 0.0101, 0.0000, -0.0001, 0.0000, 0.0000, 0.6521, -0.0002, 0.0007, 0.0173, 0.0001, 0.0000, 0.0261, 0.0000, 0.0044, 0.0000, 0.0032, 0.0064, 0.0000, 0.0000, 0.0000, 0.0032], "s2": 0.753, "charge": 4, "homo_ev": [-17.753, -17.754], "orbital_gap_ev": [7.6, 6.5], "e_lumo_ev": [-10.199, -11.293], "multiplicity": 2, "e_tot_ha": -11322.57509}

No. 2
{"formula": "C39H56CaN3O5P2Te", "method": "ωB97M-V with the def2-TZVPD basis set", "symbols": ["N", "C", "H", "H", "C", "C", "H", "H", "C", "C", "H", "C", "H", "H", "H", "C", "C", "C", "O", "H", "C", "P", "C", "H", "C", "H", "H", "H", "N", "H", "H", "C", "H", "C", "O", "O", "H", "H", "C", "C", "C", "H", "H", "Te", "H", "P", "O", "C", "C", "H", "H", "C", "C", "H", "H", "H", "C", "H", "C", "H", "C", "H", "H", "H", "H", "C", "C", "H", "H", "H", "H", "H", "H", "C", "H", "H", "C", "C", "H", "O", "C", "H", "H", "C", "H", "C", "H", "H", "C", "H", "C", "H", "C", "H", "H", "C", "H", "N", "C", "H", "H", "H", "H", "Ca", "C", "C", "H"], "coordinates": [[0.8352, 0.9684, -3.5379], [4.5837, -4.0653, 0.4923], [-1.3482, 7.2218, 2.8803], [4.6477, -0.7203, -1.2212], [1.5628, 2.0249, 4.3728], [-3.1265, 1.3450, -0.3742], [-1.4256, 6.1853, 4.3049], [-4.6477, -1.2723, -1.9584], [4.6715, -5.2419, -0.2583], [2.7587, -0.6525, -0.1991], [-1.7766, -3.4218, 0.5808], [-3.1483, 0.5209, 2.9205], [2.1728, -0.6975, 4.4372], [-3.4432, 1.5433, 2.6731], [0.1198, 6.4745, 3.5120], [1.1064, 0.9010, 3.4479], [-7.0822, -0.2935, -1.2878], [1.1458, -0.4614, 4.1486], [1.4642, -0.7338, -0.3683], [-1.5648, -0.5310, 3.8968], [-1.1802, 5.1194, 2.4407], [-1.7593, -0.5993, -1.8619], [-2.4085, 0.7313, -4.1880], [2.4776, -2.5397, -3.5166], [6.8164, -5.7573, 0.7169], [-0.9822, 1.2245, 5.5315], [-3.1318, -0.0440, 1.9887], [-4.2609, 2.8733, 0.6501], [-1.8739, 1.7100, 0.0410], [3.8067, 0.7092, -4.9261], [5.8188, -6.9987, -0.7232], [-2.1108, -0.6846, -3.6869], [1.7043, 2.9578, 3.8275], [3.1584, 1.6483, 0.4555], [3.2289, 0.1661, 0.8255], [1.9143, 2.0754, 0.4090], [0.8747, 2.2163, 5.1973], [-0.8029, -4.1942, -1.5348], [-3.2809, 0.1744, -1.1762], [1.5322, 0.1815, -4.0166], [-5.5671, 1.4621, -0.2606], [-3.3712, 1.0715, -3.7989], [2.3547, -2.6882, -5.2853], [2.7794, -2.9401, 0.3568], [0.1210, -2.7434, -1.9034], [-0.4590, 0.9704, 2.4371], [3.9335, 2.2711, 1.4445], [5.6410, -3.7486, 1.3461], [-5.7223, 0.2790, -0.9810], [-0.2057, 3.7738, 3.7592], [-3.9216, 0.0952, 3.5675], [-2.0992, 4.1290, 0.4330], [5.7740, -6.0855, -0.1405], [3.2144, -1.0804, -2.2325], [0.8081, -1.2611, 3.4848], [4.0278, -0.8262, -5.7938], [6.7483, -4.5820, 1.4543], [-2.0087, 2.3935, 4.6844], [-3.1786, -1.6531, -4.1942], [0.9280, -2.2587, -4.3226], [-1.8723, 1.3334, 4.9138], [-1.6418, 1.4360, -3.8701], [-3.1059, -2.6455, -3.7485], [-3.0773, -1.7695, -5.2783], [-2.7322, 1.0116, 5.5116], [-0.7256, 3.8610, 2.8159], [-0.8680, -3.2058, -1.9982], [7.6751, -6.4109, 0.8100], [1.8408, 0.8345, 2.6410], [-2.4527, 0.7483, -5.2815], [-0.7502, -1.9859, 0.5001], [-6.4512, 1.9854, 0.0950], [-7.4718, 0.0653, -2.2456], [-4.5560, -0.3365, -1.4166], [-2.6244, 4.2363, -0.5081], [7.5569, -4.3179, 2.1260], [-1.8630, 5.2341, 1.2332], [-4.3227, 1.9804, 0.0416], [3.8359, 2.8061, -1.1978], [3.5233, 0.9048, -1.8577], [3.7126, -0.3703, -4.8547], [3.3504, 2.3557, 2.2099], [5.0246, 1.6074, -0.6087], [-1.7966, 0.5057, 3.6345], [2.5280, 1.7501, 4.8129], [-1.9252, -2.3476, -1.2971], [-1.1453, -0.9865, -4.1052], [-4.1802, -1.2663, -4.0046], [2.0038, -2.1334, -4.4151], [4.3626, -0.7217, -4.0513], [3.9687, 1.7906, -0.8313], [-2.9295, -2.7106, -1.5328], [-0.9456, 6.3136, 3.3314], [-1.0905, -3.3430, -3.0596], [-2.4971, -1.8085, 0.7308], [-1.7281, -2.3903, 0.2195], [-7.0474, -1.3838, -1.3408], [2.3163, -0.7191, -4.6080], [3.6071, -0.4542, -1.4355], [3.8652, -5.5010, -0.9335], [-7.8085, -0.0194, -0.5197], [5.5922, -2.8445, 1.9423], [0.5258, -0.4769, 5.0494], [0.2883, 0.9598, -0.3536], [-0.9324, 2.7238, 2.0360], [-1.6620, 2.8544, 0.8149], [-2.2175, 6.2094, 0.9139]], "lowdin_charge": [0.1939, -0.6057, 0.0661, 0.1300, -0.1163, -0.3346, 0.0731, 0.0903, -0.1848, -0.8261, 0.0786, -0.1166, 0.0804, 0.0724, 0.0750, -0.5370, -0.0743, -0.1223, -0.4719, 0.0944, -0.2869, 1.0602, -0.1362, 0.0801, -0.1221, 0.0497, 0.0523, 0.0940, -0.1538, 0.0972, 0.0911, -0.5575, 0.0612, -0.6910, -0.0581, -0.2629, 0.0580, 0.0771, -0.3010, -0.2920, -0.0632, 0.0709, 0.0880, 1.2542, 0.0452, 1.0867, 0.0459, -0.1534, -0.3026, 0.0870, 0.0782, -0.0396, -0.1145, 0.0738, 0.0680, 0.0844, -0.1125, 0.0690, -0.1203, 0.0733, -0.1108, 0.0429, 0.0548, 0.0754, 0.0743, -0.0612, -0.1277, 0.0892, 0.0572, 0.0741, 0.0517, 0.1041, 0.0699, -0.0750, 0.1138, 0.0931, -0.0520, -0.0500, 0.1379, -0.1255, -0.0464, 0.0783, 0.1337, -0.5437, 0.0798, -0.5611, 0.0667, 0.0628, -0.0352, 0.0806, -0.0914, 0.0909, -0.0645, 0.0557, 0.0567, -0.1131, 0.0685, -0.1935, -0.1871, 0.0708, 0.0666, 0.0923, 0.0650, 1.2088, -0.2685, -0.3539, 0.1027], "charge": -1, "homo_ev": -3.994, "orbital_gap_ev": 6.4, "e_lumo_ev": 2.373, "e_tot_ha": -3688.65759, "relative_energy_kcal_mol": 42.3}